{
  "formula": "C16H18AsMnN2O7S2",
  "method": "wB97M-V/def2-TZVPD",
  "lumo_energy_ev": [2.617, 2.618],
  "e_tot_ha": -5439.8926,
  "gap_ev": [7.281, 7.213],
  "largest_force_ev_per_a": 1.72,
  "spin_multiplicity": 2,
  "e_homo_ev": [-4.664, -4.596],
  "total_charge": -1,
  "elements": ["Mn", "O", "As", "O", "O", "C", "C", "C", "C", "C", "C", "S", "O", "O", "O", "H", "H", "H", "H", "H", "O", "N", "C", "C", "C", "C", "C", "S", "H", "H", "H", "H", "C", "C", "C", "C", "C", "N", "H", "H", "H", "H", "H", "H", "H", "H", "H"],
  "positions_angstrom": [[-0.30161, 0.44262, -0.59799], [-0.90301, -0.46612, 1.92509], [-2.37781, -0.90361, 1.02474], [-2.95563, -2.25162, 1.76154], [-1.89098, -0.97730, -0.57247], [-3.50555, 0.61787, 1.45043], [-4.58499, 0.30178, 2.26500], [-5.45834, 1.29361, 2.69211], [-5.25690, 2.60881, 2.30351], [-4.18145, 2.93748, 1.48916], [-3.30833, 1.94840, 1.05734], [-1.89849, 2.47647, 0.08646], [-2.02358, 3.90298, -0.05007], [-1.92632, 1.72178, -1.17973], [-0.71747, 2.01810, 0.84689], [-0.66853, -1.25172, 2.43434], [-4.71412, -0.73262, 2.56012], [-6.29198, 1.03844, 3.33530], [-5.93519, 3.38516, 2.63794], [-3.99977, 3.95720, 1.17706], [1.10008, -1.15649, -0.04535], [0.63923, -2.27551, -0.57733], [0.43638, -3.33289, 0.23100], [-0.02179, -4.52795, -0.25213], [-0.29243, -4.63144, -1.61735], [-0.10786, -3.53676, -2.42538], [0.35203, -2.31082, -1.91098], [0.55226, -0.87854, -2.80934], [0.66280, -3.14869, 1.26911], [-0.18895, -5.35015, 0.42950], [-0.66653, -5.56055, -2.03203], [-0.33641, -3.56733, -3.48124], [4.29875, 0.53124, -2.18406], [3.88259, 1.27738, -0.90511], [4.68066, 2.57296, -0.73703], [4.03636, 0.36142, 0.31903], [2.45088, 1.59118, -1.03486], [1.32721, 1.73782, -1.16366], [5.32108, 0.16392, -2.06854], [4.25630, 1.19569, -3.04921], [3.62720, -0.30944, -2.36739], [5.73955, 2.32705, -0.63419], [4.35990, 3.11481, 0.15401], [4.55549, 3.22611, -1.60238], [5.05034, -0.04437, 0.32856], [3.31448, -0.45733, 0.27772], [3.87048, 0.92098, 1.24187]]
}